Formula: C43H96F21N6O33S7
Source: the Open Molecules 2025 dataset
Level of theory: ωB97M-V/def2-TZVPD

Last column: Löwdin charge in e.
Cartesian coordinates (Å):
C (-1.32839, 3.03969, 4.87128)  -0.0770
O (-0.37080, 3.53842, 3.94489)  -0.1914
C (-0.48310, 2.86509, 2.68812)  -0.1749
C (0.44102, 1.71276, 2.60306)  -0.0986
N (1.88361, 2.01620, 2.96013)  0.0654
H (2.56640, 2.07198, 2.12230)  0.1293
H (1.95439, 2.89675, 3.50620)  0.1593
C (2.42896, 0.96755, 3.87017)  -0.0995
C (3.66043, 1.52631, 4.59011)  -0.1776
O (3.19444, 2.66799, 5.30596)  -0.1953
C (4.15775, 3.39223, 6.00314)  -0.1066
H (-2.31855, 3.34403, 4.58302)  0.0682
H (-0.94034, 3.34155, 5.84660)  0.0951
H (-1.36318, 1.95452, 4.81232)  0.0866
H (-0.19544, 3.60352, 1.96929)  0.1009
H (-1.51617, 2.41891, 2.51801)  0.1399
H (0.53931, 1.25480, 1.60791)  0.1204
H (0.17316, 0.92130, 3.26768)  0.0822
H (2.66373, 0.06401, 3.33584)  0.1218
H (1.57904, 0.80202, 4.59540)  0.1488
H (4.44245, 1.84550, 3.80965)  0.1455
H (4.08035, 0.76658, 5.25638)  0.1304
H (3.60333, 4.17727, 6.48897)  0.0859
H (4.91171, 3.81450, 5.35727)  0.0836
H (4.60964, 2.85329, 6.83262)  0.0895
C (3.43820, 4.09804, -4.26167)  -0.0784
O (2.34902, 3.53240, -4.97771)  -0.1872
C (1.36934, 4.51746, -5.16088)  -0.2144
C (0.36561, 4.00058, -6.22626)  -0.0520
N (-0.52654, 2.91948, -5.67535)  0.0437
H (-0.91278, 3.17763, -4.77417)  0.0574
H (-1.38642, 2.88805, -6.22303)  0.1257
C (-0.03628, 1.46034, -5.64077)  -0.0531
C (0.22348, 0.97646, -7.09213)  -0.2198
O (-0.83890, 1.23622, -7.98305)  -0.1556
C (-1.90757, 0.32751, -7.77397)  -0.0965
H (3.14646, 4.57565, -3.34399)  0.0784
H (3.90603, 4.77429, -4.96732)  0.0915
H (4.16846, 3.34163, -4.04505)  0.0837
H (1.81260, 5.40405, -5.60247)  0.1220
H (0.88493, 4.87301, -4.22955)  0.1328
H (0.97029, 3.51411, -7.04941)  0.1408
H (-0.28132, 4.82603, -6.60121)  0.1505
H (-0.84129, 0.82442, -5.19606)  0.1280
H (0.92083, 1.41860, -5.06285)  0.1350
H (0.50301, -0.06508, -6.98087)  0.1221
H (1.06339, 1.39994, -7.57216)  0.1056
H (-1.55766, -0.63701, -7.34832)  0.1018
H (-2.31040, 0.03969, -8.71504)  0.0705
H (-2.80811, 0.69359, -7.23979)  0.0912
C (6.71832, -2.71907, 0.21278)  -0.0846
O (5.36560, -3.18261, -0.05854)  -0.1841
C (4.40791, -2.16776, 0.31430)  -0.1939
C (3.05069, -2.83890, 0.10460)  -0.0996
N (2.80259, -3.82874, 1.17728)  0.0490
H (3.71299, -4.17829, 1.57790)  0.1862
H (2.30134, -3.34550, 1.98612)  0.0966
C (2.15961, -5.09486, 0.71734)  -0.1001
C (2.33615, -6.20642, 1.73600)  -0.2389
O (1.70317, -5.79120, 2.89222)  -0.2025
C (1.75763, -6.78784, 3.94526)  -0.0302
H (6.87105, -2.42340, 1.23702)  0.0813
H (7.08194, -1.91557, -0.42865)  0.0754
H (7.41077, -3.50071, -0.11458)  0.0854
H (4.52898, -1.39746, -0.44248)  0.0955
H (4.41001, -1.85365, 1.39532)  0.1528
H (2.96071, -3.33555, -0.84127)  0.1178
H (2.38160, -1.96393, 0.23770)  0.1197
H (2.64807, -5.41898, -0.18807)  0.1310
H (1.13983, -4.77136, 0.45098)  0.1233
H (3.37859, -6.51914, 1.84964)  0.1362
H (1.80893, -7.04900, 1.26192)  0.1187
H (1.24964, -7.64867, 3.50064)  0.0854
H (1.33224, -6.53803, 4.87879)  0.0788
H (2.81750, -7.01066, 4.08643)  0.0888
C (1.48057, 7.72736, 4.77737)  -0.0761
O (1.27120, 7.15570, 3.49654)  -0.2082
C (0.67455, 7.96107, 2.53666)  -0.2118
C (0.57256, 7.11536, 1.25228)  -0.1086
N (1.89258, 6.70724, 0.65584)  0.0134
H (1.76350, 6.90039, -0.52608)  0.0272
H (2.59750, 7.43845, 0.95477)  0.1701
C (2.48920, 5.43222, 1.22833)  -0.1077
C (3.98873, 5.46263, 1.02387)  -0.2175
O (4.60639, 6.36640, 1.94246)  -0.1642
C (5.97302, 5.96423, 2.06006)  -0.1113
H (1.72935, 8.79954, 4.68402)  0.0964
H (2.15253, 7.07845, 5.29074)  0.0719
H (0.55953, 7.64289, 5.40375)  0.0988
H (1.37967, 8.78461, 2.28273)  0.1377
H (-0.33954, 8.35086, 2.73576)  0.1412
H (0.09124, 7.75248, 0.51399)  0.1030
H (0.06374, 6.17652, 1.43987)  0.1283
H (2.14797, 4.50210, 0.75108)  0.1070
H (2.16885, 5.48287, 2.28407)  0.1226
H (4.14181, 5.69409, -0.05930)  0.1549
H (4.29313, 4.46530, 1.19706)  0.0662
H (6.11019, 4.89096, 2.42473)  0.1040
H (6.46978, 6.65376, 2.74850)  0.0843
H (6.55221, 5.96003, 1.13202)  0.0845
C (-5.79156, -8.51510, -2.04006)  -0.0812
O (-4.49685, -8.19617, -2.54343)  -0.1811
C (-4.14875, -6.77927, -2.59665)  -0.1622
C (-3.67650, -6.17293, -1.28580)  -0.0747
N (-2.52255, -6.94964, -0.62076)  0.0755
H (-2.89063, -7.87973, -0.56045)  0.1609
H (-1.74713, -6.96340, -1.30078)  0.1264
C (-2.08511, -6.33436, 0.63403)  -0.0983
C (-0.72513, -7.01536, 1.06934)  -0.2239
O (-0.87613, -8.36564, 1.25395)  -0.1751
C (-1.69421, -8.69710, 2.34508)  -0.0792
H (-5.92542, -9.54025, -2.28091)  0.0756
H (-6.59867, -7.89254, -2.41572)  0.0949
H (-5.80167, -8.48671, -0.95332)  0.0695
H (-4.95537, -6.10029, -2.90442)  0.1367
H (-3.37432, -6.72090, -3.33032)  0.1102
H (-4.52551, -6.16274, -0.58726)  0.0998
H (-3.30347, -5.17735, -1.40309)  0.1184
H (-2.89941, -6.32517, 1.38116)  0.1203
H (-1.88497, -5.24921, 0.48910)  0.1283
H (-0.38953, -6.50247, 1.95002)  0.0900
H (-0.01272, -6.83529, 0.21296)  0.1269
H (-1.86943, -9.76778, 2.26514)  0.0935
H (-2.64074, -8.17629, 2.29990)  0.0544
H (-1.13293, -8.56648, 3.33390)  0.1103
C (0.44636, 3.33025, -1.23204)  -0.0388
O (0.45854, 1.95982, -0.73485)  -0.1966
C (0.40126, 0.88689, -1.68246)  -0.1871
C (0.24189, -0.43523, -0.97531)  -0.1216
N (-1.11605, -0.89580, -1.20033)  0.0749
H (-1.36617, -0.52282, -2.12880)  0.1386
H (-1.24584, -1.90972, -1.28504)  0.1131
C (-2.22618, -0.16318, -0.38529)  -0.0737
C (-3.53985, -0.75100, -0.80742)  -0.2217
O (-3.72650, -2.05956, -0.34675)  -0.1921
C (-4.80709, -2.41094, 0.50836)  -0.0717
H (1.41184, 3.51380, -1.71341)  0.0676
H (0.25940, 3.97932, -0.39001)  0.0707
H (-0.29328, 3.52024, -1.97780)  0.0534
H (1.24836, 0.88581, -2.32079)  0.1075
H (-0.40299, 1.12196, -2.37732)  0.0989
H (0.45655, -0.49382, 0.10203)  0.1084
H (0.92468, -1.12195, -1.48498)  0.1249
H (-2.18871, 0.89640, -0.58555)  0.1146
H (-2.10140, -0.35810, 0.69665)  0.1240
H (-3.57395, -0.70810, -1.90215)  0.1139
H (-4.37168, -0.07122, -0.46883)  0.1428
H (-5.78878, -2.15509, 0.05055)  0.1010
H (-4.73393, -2.04807, 1.53735)  0.0831
H (-4.81292, -3.54478, 0.62756)  0.0875
C (-6.01221, 1.25044, 2.36669)  -0.5961
F (-7.02433, 1.92074, 2.92392)  0.1026
F (-5.99345, 0.00576, 2.91220)  0.0970
F (-6.42195, 1.07593, 1.03804)  0.0510
S (-4.46618, 2.23752, 2.56701)  0.4406
O (-4.87691, 3.59182, 2.23694)  -0.3099
O (-4.03200, 1.93834, 3.88945)  -0.3024
O (-3.64263, 1.59138, 1.55262)  -0.3420
C (-4.48626, 3.06890, -3.00603)  -0.6347
F (-5.47401, 2.13234, -3.12743)  0.1049
F (-5.04908, 4.22900, -3.41192)  0.1275
F (-4.29690, 3.17333, -1.68905)  0.1409
S (-2.95538, 2.53295, -3.80083)  0.5752
O (-2.71053, 1.28628, -3.13830)  -0.2878
O (-3.21380, 2.36765, -5.25925)  -0.3252
O (-2.02135, 3.71012, -3.55758)  -0.3441
C (-0.86943, -3.59023, 3.28905)  -0.5466
F (-0.62880, -4.53348, 4.25020)  0.1061
F (-0.68537, -4.29024, 2.10463)  0.0567
F (-2.16562, -3.22037, 3.36485)  0.1229
S (0.15134, -2.02057, 3.29948)  0.5253
O (-0.37287, -1.40341, 2.11011)  -0.2907
O (-0.08435, -1.40411, 4.60762)  -0.2874
O (1.49596, -2.60894, 3.14723)  -0.3426
C (5.60221, 1.28818, -0.67516)  -0.5887
F (6.29592, 2.38286, -1.11541)  0.0981
F (5.72289, 0.41972, -1.69333)  0.1127
F (6.31757, 0.74898, 0.37680)  0.0776
S (3.85770, 1.64730, -0.23331)  0.5210
O (3.99488, 2.30835, 1.08784)  -0.3467
O (3.51118, 2.60584, -1.25294)  -0.2855
O (3.20137, 0.35945, -0.24172)  -0.2831
C (-0.63225, -4.00871, -4.08110)  -0.6638
F (-1.93379, -3.85042, -4.05080)  0.1504
F (-0.34332, -4.82023, -5.09248)  0.1319
F (-0.05336, -2.83115, -4.46139)  0.0781
S (0.08175, -4.53075, -2.42197)  0.4829
O (1.49366, -4.61013, -2.72165)  -0.2865
O (-0.38952, -3.45067, -1.59332)  -0.3110
O (-0.61277, -5.75882, -2.15208)  -0.2987
C (-0.72030, 7.93267, -2.40476)  -0.7385
F (-1.12223, 7.49235, -1.25850)  0.1746
F (-1.04150, 6.99594, -3.27659)  0.1439
F (-1.33385, 9.00569, -2.84987)  0.1527
S (1.07786, 8.38796, -2.43460)  0.5694
O (1.40051, 8.45713, -3.81358)  -0.2635
O (1.20795, 9.56743, -1.60640)  -0.2913
O (1.71595, 7.19550, -1.71693)  -0.2998
C (-5.59719, -6.38755, 3.58532)  -0.6436
F (-5.63675, -7.27366, 4.56129)  0.1259
F (-6.35980, -5.37045, 3.99768)  0.1167
F (-4.33483, -5.89463, 3.52899)  0.0829
S (-6.08900, -7.17747, 1.87374)  0.4906
O (-4.93741, -8.05694, 1.70554)  -0.3630
O (-7.34835, -7.85066, 2.09596)  -0.3099
O (-5.99820, -5.98926, 1.00696)  -0.3639

Cartesian forces, eV/Å:
C 0.80 -0.44 0.06
O 0.20 -0.40 -0.72
C -1.01 0.01 0.52
C 1.60 -1.10 -0.93
N 1.06 0.38 -0.39
H -1.07 0.28 0.94
H -0.27 -0.34 -0.33
C -0.59 0.76 1.59
C 0.22 0.66 -1.06
O -0.22 -0.93 -0.57
C -0.27 0.28 0.64
H -0.43 0.55 0.38
H -0.63 0.07 0.02
H 0.10 -0.33 0.26
H -0.26 0.45 -0.84
H 0.99 0.94 -0.09
H -0.64 0.39 0.15
H -0.52 -0.40 0.48
H -0.10 -0.34 -0.34
H 1.24 -0.24 -0.51
H -0.84 -0.47 1.04
H 0.04 0.08 -0.01
H -0.09 0.60 0.01
H 0.41 0.12 -0.31
H 0.28 -0.54 -0.10
C 0.36 -0.26 -0.96
O -0.37 -0.25 0.73
C -1.01 -0.03 -1.05
C 0.92 -0.54 0.22
N 0.37 -1.06 -1.14
H 0.02 0.60 1.08
H -0.18 -0.09 -0.26
C 0.54 0.58 -0.63
C -0.44 0.27 0.89
O -0.20 -0.56 0.85
C -0.88 -0.96 0.26
H -0.27 0.34 0.39
H 0.30 0.69 0.20
H 0.07 -0.60 0.19
H 0.25 0.40 -0.13
H 0.06 -0.48 -0.20
H -0.81 0.87 0.74
H 0.48 -0.72 0.26
H 0.58 0.83 -0.13
H -0.94 0.05 -0.33
H -0.39 -0.61 -0.24
H 1.11 0.93 -0.10
H -0.10 0.66 0.17
H -0.12 -0.05 -1.19
H 0.95 0.26 0.35
C -0.04 -0.85 -1.34
O 1.31 0.97 1.43
C -0.23 -1.84 -0.93
C 0.28 1.89 0.79
N 1.71 -0.87 1.02
H -0.73 0.90 -0.56
H -0.33 -0.51 -0.29
C -0.26 0.70 -0.02
C -1.40 0.15 -1.07
O -0.06 0.23 1.88
C 0.98 -0.54 -2.61
H -0.06 -0.11 0.52
H -0.82 0.60 -0.10
H -0.32 -0.40 0.63
H -0.21 0.47 0.69
H 0.70 0.08 -0.96
H -0.11 0.03 -0.59
H -0.34 -0.97 -0.31
H 0.24 0.15 -0.47
H 0.11 -0.79 0.38
H 0.25 0.27 0.22
H 0.21 -0.28 0.31
H 0.06 -0.37 0.51
H -0.72 0.99 0.58
H 0.02 -0.31 0.24
C -1.91 0.27 -0.13
O -0.04 -0.36 0.78
C 0.72 -0.27 -1.63
C 0.63 0.30 0.27
N 0.80 0.97 1.11
H 0.38 -0.29 0.96
H -0.92 -0.81 -0.53
C -0.40 0.83 0.15
C -1.34 0.80 -0.24
O 0.86 -0.94 -0.88
C 0.54 -0.68 0.76
H 0.43 -0.52 0.28
H 1.12 0.04 0.19
H 0.22 0.31 -0.57
H -0.58 0.13 0.27
H 0.38 -0.13 0.43
H -0.22 -0.34 0.02
H -0.59 0.10 -0.04
H -0.40 0.59 -0.14
H 0.54 -0.50 -0.31
H 0.41 0.12 0.70
H 0.77 -1.00 0.16
H -0.58 1.23 -0.08
H -0.18 -0.16 -0.01
H -0.41 0.38 -0.34
C 0.61 0.36 0.88
O 0.22 1.80 -0.12
C -0.11 -0.74 0.55
C -0.20 -1.03 0.88
N -1.38 1.00 -1.71
H -0.02 -0.93 0.73
H -0.06 0.20 0.27
C 1.14 0.80 1.06
C -1.37 1.56 -1.56
O 0.52 -1.03 -0.50
C 0.82 -0.75 1.35
H -0.39 -0.86 -0.52
H 0.05 0.14 -0.32
H -0.06 0.33 0.27
H -0.23 -0.53 -0.17
H 0.56 -0.01 -0.60
H 0.43 0.00 0.21
H 0.11 0.69 -0.32
H 0.33 -0.56 -0.39
H -0.09 -0.81 -0.49
H 0.34 0.23 0.52
H -0.62 -0.33 0.87
H -0.19 -0.02 -0.03
H -0.24 0.09 0.38
H -0.82 0.29 -1.10
C 1.00 -1.56 -0.33
O -0.26 0.43 0.21
C -0.22 2.16 0.85
C 0.93 -0.52 -0.11
N -2.46 1.51 -0.64
H 0.05 -0.53 0.04
H 0.20 -0.13 0.69
C 0.30 -1.43 1.26
C -1.75 1.21 0.12
O 0.67 -0.91 -0.06
C -0.74 -1.40 -0.09
H 0.09 0.27 0.34
H 0.09 0.07 0.27
H -0.98 -0.19 -0.40
H 1.44 0.00 -0.30
H -0.64 -0.34 0.02
H -0.03 0.50 -0.43
H -0.24 -0.23 0.20
H 0.26 0.20 -0.17
H 0.38 0.16 -0.64
H -0.20 -0.35 -0.10
H 0.85 -0.48 -0.09
H 0.58 0.13 0.36
H 0.13 0.53 -0.26
H 0.20 1.35 -0.43
C -1.63 -0.51 -1.00
F -0.17 -0.07 0.43
F 0.36 0.91 -0.36
F 1.04 0.16 1.35
S -0.18 -0.21 -2.51
O 0.26 -0.74 0.60
O 0.05 0.21 1.51
O 0.39 0.16 -0.18
C -3.03 0.24 1.51
F 0.98 0.22 -0.62
F 1.05 -0.56 -0.37
F 0.69 0.15 -0.23
S 0.68 2.27 -2.62
O 0.77 -0.34 0.60
O 0.18 0.35 1.94
O -1.51 -2.65 -0.05
C -0.85 -1.00 -0.03
F -0.09 1.37 -0.54
F -0.18 1.29 0.93
F 0.91 -0.58 -0.08
S -0.29 -1.64 1.62
O 0.30 0.64 -0.04
O 0.40 -0.43 -1.91
O 0.11 0.79 0.07
C 2.45 -0.15 -0.24
F -0.89 -0.53 0.98
F -0.61 -0.19 0.31
F -0.89 0.61 -0.85
S 0.08 1.50 0.30
O -0.32 -1.18 -0.45
O -0.19 -0.49 -0.18
O 0.06 0.49 0.22
C 1.57 0.42 -0.33
F -0.90 0.21 0.29
F 0.01 -0.94 0.04
F -0.38 0.22 0.60
S -0.20 0.49 -2.27
O -0.38 0.01 0.76
O 0.43 0.51 0.75
O 0.03 -1.10 0.17
C 1.27 0.06 -1.98
F -0.76 0.27 1.87
F 0.44 -1.24 -0.89
F -1.04 1.34 0.65
S 0.66 -0.89 2.47
O 0.28 -0.09 -0.69
O -0.35 -0.43 -0.47
O -0.66 0.75 -2.25
C -0.29 0.31 -0.87
F 0.17 -0.96 0.43
F -0.40 0.21 -0.49
F -0.04 -0.29 -0.28
S 1.28 1.40 1.22
O 0.00 -0.26 -0.36
O 0.38 0.70 -0.40
O -0.77 -1.09 0.43

HOMO-LUMO gap   8.251 eV
Max |F|   3.53 eV Å⁻¹
Net charge   -1
DFT total energy   -255566.89895 eV
Highest occupied orbital energy   -6.935 eV